The following is a DFT calculation (ωB97M-V/def2-TZVPD) of a molecular structure, C57H48F4O5P2Pd.

Cartesian coordinates (Å):
C  -0.17  1.19  6.36
O  -0.16  1.49  4.93
C  -0.05  2.75  4.49
C  1.30  3.40  4.54
O  1.94  3.75  3.55
O  1.74  3.55  5.81
C  3.07  4.09  6.00
C  -1.04  3.79  4.94
O  -0.81  4.98  4.83
O  -2.18  3.28  5.47
C  -3.10  4.26  5.98
H  0.21  0.17  6.43
H  0.48  1.88  6.90
H  -1.20  1.25  6.70
H  3.75  3.28  6.29
H  3.43  4.55  5.08
H  3.01  4.82  6.81
H  -3.98  3.72  6.30
H  -2.62  4.77  6.84
H  -3.36  4.99  5.20
F  5.03  2.92  -2.58
C  3.69  2.63  -2.59
C  3.11  2.28  -3.82
C  1.79  1.86  -3.77
F  1.20  1.43  -4.94
C  1.02  1.80  -2.60
C  1.62  2.31  -1.39
C  0.79  2.40  -0.22
C  1.18  2.44  1.10
C  0.25  2.30  2.18
C  -1.07  2.83  2.09
C  -2.09  2.30  2.93
C  -3.40  2.74  2.79
F  -4.34  2.30  3.70
C  -3.80  3.62  1.80
C  -2.80  4.12  0.98
F  -3.16  4.88  -0.11
C  -1.45  3.84  1.17
Pd  0.28  -0.60  -1.93
P  1.91  -2.14  -1.55
C  3.39  -1.24  -0.98
C  3.42  -0.75  0.33
C  4.52  -0.02  0.78
C  5.58  0.24  -0.09
C  5.53  -0.21  -1.41
C  4.44  -0.95  -1.86
C  1.76  -3.49  -0.35
C  2.91  -4.10  0.20
C  2.77  -5.14  1.13
C  1.50  -5.57  1.51
C  0.36  -4.97  0.97
C  0.49  -3.94  0.03
C  2.25  -2.88  -3.17
C  2.44  -4.27  -3.33
C  2.54  -4.81  -4.62
C  2.43  -3.98  -5.74
C  2.26  -2.60  -5.59
C  2.19  -2.06  -4.30
P  -1.91  -1.09  -1.73
C  -2.70  0.10  -2.86
C  -2.80  -0.22  -4.23
C  -3.13  0.79  -5.14
C  -3.35  2.10  -4.70
C  -3.28  2.40  -3.34
C  -2.95  1.41  -2.42
C  -2.21  -2.82  -2.20
C  -3.05  -3.66  -1.44
C  -3.04  -5.04  -1.66
C  -2.21  -5.59  -2.64
C  -1.41  -4.76  -3.43
C  -1.43  -3.38  -3.23
C  -2.79  -0.81  -0.17
C  -4.17  -0.53  -0.18
C  -4.86  -0.41  1.03
C  -4.20  -0.59  2.24
C  -2.82  -0.84  2.25
C  -2.11  -0.94  1.05
C  2.98  2.68  -1.40
H  3.68  2.31  -4.74
H  -0.08  1.71  -2.67
H  -0.27  2.29  -0.42
H  2.26  2.45  1.31
H  0.42  1.46  2.86
H  -1.88  1.44  3.56
H  -4.85  3.86  1.66
H  -0.70  4.34  0.57
H  2.57  -0.93  1.00
H  4.54  0.35  1.81
H  6.45  0.82  0.26
H  6.35  0.02  -2.09
H  4.42  -1.31  -2.89
H  3.90  -3.75  -0.08
H  3.66  -5.60  1.55
H  1.40  -6.38  2.23
H  -0.63  -5.30  1.26
H  -0.39  -3.48  -0.41
H  2.50  -4.92  -2.46
H  2.67  -5.88  -4.75
H  2.48  -4.41  -6.75
H  2.18  -1.95  -6.45
H  2.03  -0.98  -4.18
H  -2.62  -1.24  -4.57
H  -3.19  0.55  -6.21
H  -3.59  2.88  -5.42
H  -3.47  3.42  -2.98
H  -2.87  1.65  -1.35
H  -3.70  -3.23  -0.68
H  -3.67  -5.69  -1.04
H  -2.20  -6.67  -2.80
H  -0.76  -5.18  -4.19
H  -0.79  -2.73  -3.84
H  -4.70  -0.41  -1.12
H  -5.93  -0.19  1.02
H  -4.75  -0.52  3.18
H  -2.31  -0.98  3.20
H  -1.03  -1.12  1.06
H  3.47  2.99  -0.48

energy above the lowest of the compared OMol25 structures with the same formula, charge and spin: 22.11 kJ/mol
net charge: 0
frontier orbital gap: 4.731 eV
lowest unoccupied orbital energy: -1.472 eV